[1]
58
Properties=species:S:1:pos:R:3:forces:R:3:mulliken_charge:R:1 method="wB97M-V/def2-TZVPD" total_charge=+2 total_energy_ha=-2333.62172 fmax_ev_per_a=3.99 multiplicity=2 s_squared=1.06
Re -0.184510 0.165531 -0.274225 -1.542 -1.153 3.491 0.961
C -0.007398 2.867209 2.389419 0.074 -0.159 -0.223 -1.268
C 0.890012 2.837230 1.161786 -0.336 0.245 0.206 -0.754
N 1.396217 1.511593 0.688449 -0.320 -0.348 -0.645 0.336
C 2.487245 1.786436 -0.294158 0.356 0.188 -0.454 -0.652
C 2.122907 2.773002 -1.395385 -0.012 -0.136 0.123 -1.152
C 1.998409 0.734022 1.806737 -0.180 -0.401 0.287 -0.924
C 1.048301 -0.371984 2.289530 0.522 0.772 0.535 -0.755
N 0.633244 -1.053228 1.082362 -0.859 1.537 -1.145 0.342
C 1.093075 -2.299062 0.816588 0.733 -2.148 -0.596 0.296
C 1.324616 -2.658551 -0.532386 -0.110 0.342 0.411 0.596
F 1.071569 -1.668586 -1.461463 0.195 -0.343 0.107 -0.351
C 1.836923 -3.880619 -0.919703 -0.077 0.112 0.140 -0.012
F 2.042471 -4.126004 -2.207426 -0.001 0.073 -0.024 -0.270
C 2.128948 -4.844270 0.036029 -0.194 0.402 0.175 -0.405
C 1.891154 -4.541949 1.369455 0.016 0.158 -0.304 0.117
F 2.134466 -5.449743 2.296441 -0.017 0.014 0.075 -0.258
C 1.390819 -3.306321 1.766763 -0.235 0.288 -0.163 0.259
F 1.129790 -3.108003 3.060694 0.051 -0.063 -0.210 -0.296
H -0.139821 3.911758 2.663802 -0.038 0.024 0.033 0.461
H 0.419849 2.359412 3.245324 0.102 -0.038 0.201 0.314
H -0.989903 2.452843 2.192404 -0.034 0.110 0.064 0.249
H 1.768765 3.457216 1.375644 -0.012 -0.029 -0.169 0.545
H 0.333680 3.276241 0.330805 0.213 0.060 0.053 0.315
H 2.771991 0.833483 -0.753855 -0.003 0.003 0.214 0.374
H 3.360752 2.176943 0.243523 -0.082 -0.139 0.044 0.537
H 1.163774 2.518338 -1.843476 0.074 0.153 0.000 0.098
H 2.880962 2.727102 -2.171856 0.112 -0.034 -0.053 0.417
H 2.098801 3.794196 -1.028088 -0.083 0.081 -0.033 0.387
H 2.267797 1.394332 2.629267 0.128 0.052 -0.012 0.450
H 2.906642 0.243721 1.443155 -0.095 0.148 0.000 0.477
H 0.174541 0.040425 2.803893 0.079 -0.125 -0.115 0.177
H 1.593384 -1.006925 2.985118 -0.099 -0.046 -0.099 0.656
H 2.520758 -5.809362 -0.245642 0.019 -0.067 -0.047 0.534
F -4.235649 -1.631263 2.572373 0.054 -0.100 0.024 -0.226
C -4.846543 -0.881904 1.639261 0.134 0.022 0.201 0.774
F -4.794480 0.383928 2.072259 -0.070 0.163 -0.142 -0.213
F -6.113952 -1.251559 1.587432 -0.279 -0.097 -0.251 -0.268
C -4.123237 -1.063211 0.323146 0.100 -0.067 0.053 -0.263
C -4.653685 -1.750274 -0.755335 0.358 0.224 0.215 -0.205
C -3.827261 -2.016962 -1.845801 0.178 -0.044 0.031 -0.979
C -2.490746 -1.655653 -1.794115 -0.427 -0.326 -0.466 -0.253
N -1.996283 -0.945581 -0.782053 0.318 -0.027 0.385 -0.445
C -2.809446 -0.606318 0.236007 -0.318 -0.184 -0.176 0.525
S -2.019694 0.510653 1.290336 1.459 0.454 -0.755 -0.521
H -5.687153 -2.063577 -0.733231 -0.047 -0.087 -0.041 0.559
H -4.219574 -2.532254 -2.706497 0.064 -0.118 -0.084 0.425
H -1.799579 -1.929178 -2.579906 0.006 0.035 -0.055 0.622
N -1.328248 1.106195 -6.557358 -0.057 0.185 -0.132 -0.350
C -1.268564 1.798223 -5.426587 -0.024 0.537 -0.222 0.635
N -1.424250 3.120969 -5.452238 -0.027 -0.048 -0.142 -0.316
N -1.057326 1.110752 -4.319457 -0.028 -0.759 -0.125 -0.496
C -0.889213 1.224154 -3.097640 0.095 0.144 0.110 0.919
N -0.702114 1.132757 -1.938725 0.182 0.667 -0.522 -0.591
H -1.542153 1.554201 -7.434001 0.068 -0.040 -0.013 0.202
H -1.151031 0.114797 -6.562830 -0.058 0.042 0.134 0.233
H -1.576033 3.602645 -6.325555 0.014 0.029 0.073 0.222
H -1.357827 3.685882 -4.621878 -0.042 -0.136 0.036 0.211

=====

[2]
132
Properties=species:S:1:pos:R:3:forces:R:3:mulliken_charge:R:1 method="wB97M-V/def2-TZVPD" total_charge=0 total_energy_ha=-6323.03737 fmax_ev_per_a=4.14 multiplicity=1
F -4.214615 -5.282127 0.550504 0.484 -0.808 0.330 -0.357
C -3.519628 -4.110940 0.595260 -3.043 1.047 0.798 -0.107
F -2.228745 -4.286862 0.747485 1.518 -0.838 -0.225 -0.226
C -3.837054 -3.446786 -0.729700 -1.141 -0.493 2.344 1.491
F -3.308494 -4.148014 -1.700263 1.262 -0.699 -1.830 -0.245
F -3.305532 -2.244787 -0.624729 1.582 1.978 -0.202 -0.187
C -5.264312 -3.218339 -1.060217 -0.816 1.090 -1.822 -1.262
O -6.073229 -2.987812 0.067594 0.572 -0.435 0.603 -0.471
C -7.257634 -2.375027 -0.121659 1.388 1.499 0.712 0.865
F -6.991715 -1.067707 -0.410361 -0.617 0.097 -0.011 -0.270
F -7.948281 -2.869244 -1.110238 -0.876 -0.783 -1.946 -0.328
C -8.091792 -2.565752 1.122964 0.664 -0.076 0.461 0.234
F -7.440438 -1.986727 2.167199 -0.675 -0.033 -0.180 -0.243
F -9.321783 -2.044431 0.944967 0.284 0.094 0.317 -0.278
H -3.905728 -3.502187 1.445732 0.318 -0.474 -0.606 0.359
H -5.675481 -4.008839 -1.634124 -0.247 -1.193 -0.335 0.590
H -5.169296 -2.377243 -1.814444 -0.612 -0.366 1.086 0.094
H -8.135094 -3.644970 1.270790 -0.362 -0.026 0.358 0.282
F 3.337506 1.831068 1.010677 -0.813 0.328 -0.851 -0.241
C 2.178326 2.452839 0.559184 0.847 -0.106 -0.707 0.602
F 2.414185 3.142914 -0.616684 0.670 0.062 0.751 -0.250
C 1.166050 1.392083 0.100828 1.004 0.524 2.707 1.385
F 0.055915 2.047243 -0.299950 0.060 -0.406 -0.099 -0.356
F 0.876205 0.692310 1.249078 -0.424 0.068 -0.221 -0.214
C 1.720516 0.473527 -0.941288 -2.485 0.092 -0.443 -1.833
O 0.588664 -0.456208 -1.038383 0.551 -0.331 -0.385 0.148
C 0.188002 -0.892534 -2.245880 0.114 0.786 -0.633 0.588
F -0.418493 0.114287 -2.933382 -0.186 0.190 -0.104 -0.334
F 1.189632 -1.304190 -3.043430 0.722 0.069 -0.099 -0.310
C -0.771396 -2.038838 -2.036389 -0.532 0.620 -0.693 0.569
F -1.445623 -2.369322 -3.171608 0.272 0.471 0.478 -0.185
F -0.000641 -3.085873 -1.745151 0.141 -1.024 0.971 -0.173
H 1.908136 3.148175 1.350430 -0.515 -0.055 -0.252 -0.221
H 2.551185 -0.140542 -0.625652 0.524 0.632 -0.184 0.249
H 1.763162 1.181861 -1.780563 0.580 -0.989 -0.445 0.552
H -1.467275 -1.708995 -1.270185 -0.012 -0.700 0.264 0.221
F -6.442599 1.527231 -1.685307 0.067 0.279 -0.686 -0.276
C -5.882024 1.010952 -2.809427 -0.200 -0.030 -0.166 0.224
F -5.937945 1.909045 -3.874987 -0.445 -0.667 1.095 -0.322
C -4.381395 0.817232 -2.560756 -1.189 -1.826 -0.688 1.108
F -4.184508 0.105090 -1.411274 -0.117 0.391 -0.213 -0.199
F -3.864623 2.023501 -2.439955 1.015 0.975 0.401 -0.353
C -3.709677 0.098936 -3.725072 0.513 0.176 0.130 -0.932
O -4.275045 -1.203362 -3.951392 -0.222 1.598 2.228 -0.300
C -4.023309 -1.765171 -5.117378 1.150 0.738 -0.919 0.821
F -4.438936 -0.978709 -6.121695 -0.342 0.300 -0.798 -0.342
F -2.662251 -1.884447 -5.316283 -1.004 -0.479 -0.101 -0.294
C -4.777271 -3.062228 -5.082499 0.836 -0.390 -0.262 0.996
F -6.073326 -2.774946 -4.790989 -0.083 -0.354 -0.681 -0.267
F -4.613987 -3.689430 -6.276442 -0.720 0.183 0.638 -0.303
H -6.435018 0.094836 -3.076488 0.316 0.373 -0.021 0.187
H -2.665504 -0.000165 -3.440350 0.140 -0.038 -0.209 0.009
H -3.808921 0.744962 -4.596698 0.014 -0.178 -0.087 0.571
H -4.355978 -3.623445 -4.267760 0.013 -0.795 0.059 -0.212
F 0.763289 5.960021 5.245379 0.225 -0.779 -0.483 -0.232
C 1.895968 6.074978 5.987626 -0.312 0.166 1.506 -0.049
F 2.707823 4.986855 5.936937 -1.178 -0.003 0.109 -0.258
C 2.677492 7.261026 5.503113 1.164 -1.571 0.921 0.997
F 3.802738 7.248106 6.289103 -0.130 0.587 -0.028 -0.316
F 1.901621 8.275189 5.815082 -0.734 2.033 0.413 -0.290
C 3.074565 7.416056 4.087255 1.147 1.478 -1.021 -0.734
O 4.256361 6.695319 3.683860 -2.101 -1.579 -1.473 -0.468
C 3.877927 5.620893 2.823759 2.659 0.650 -0.069 0.985
F 3.420153 4.599266 3.522429 -1.169 -0.506 0.291 -0.247
F 3.002501 5.955119 1.838921 0.074 0.115 0.980 -0.233
C 5.158664 5.142051 2.092529 -0.948 0.577 -0.814 0.002
F 6.016226 4.536319 2.916250 -0.084 -0.158 0.011 -0.275
F 4.735431 4.253586 1.111713 0.699 0.594 0.889 -0.123
H 1.522947 6.322671 7.033632 0.825 -0.755 -0.979 0.297
H 3.388446 8.482633 4.018095 -0.484 -0.595 -0.091 0.358
H 2.227877 7.238114 3.426496 0.018 0.071 -0.021 0.352
H 5.604470 6.030785 1.637686 0.302 -0.340 -0.227 0.244
O 0.068826 6.362982 1.336597 -0.190 -0.415 0.160 -0.580
C -0.353250 5.508840 2.056833 0.267 0.790 0.132 0.492
O 0.099359 4.282910 2.201249 2.068 -0.681 -2.316 0.099
C -0.509636 3.626028 3.257551 0.751 -1.699 0.612 -0.097
C -1.708060 4.471411 3.526564 -0.199 -1.772 0.825 -0.484
O -1.327037 5.637790 2.943604 -1.317 3.922 -0.063 -0.408
H -0.765867 2.630570 2.879136 0.256 -0.040 0.633 0.168
H 0.243442 3.652596 4.071913 -0.691 -0.518 -0.143 0.166
H -1.819235 4.545318 4.600066 -0.508 0.455 0.125 0.311
H -2.588210 4.079417 3.033830 -0.419 -0.054 0.104 0.354
O 6.258942 6.967145 -4.597587 0.770 0.873 -0.517 -0.490
C 5.526358 6.453958 -3.840781 -0.691 -1.236 0.255 0.520
O 5.437302 6.680596 -2.509434 0.282 0.853 -1.174 -0.398
C 4.531513 5.782592 -1.961885 -1.198 -0.806 1.776 0.117
C 3.882289 5.002401 -3.139022 1.605 -0.758 1.458 -0.004
O 4.677564 5.444018 -4.211972 -0.041 0.676 -0.642 -0.371
H 5.115723 5.059312 -1.387963 -0.164 0.112 0.239 0.014
H 3.848576 6.306913 -1.257184 0.277 -0.308 -0.671 0.144
H 2.813254 5.092143 -3.300500 0.044 0.249 -0.123 0.297
H 4.201638 3.961200 -2.919147 -0.936 0.309 -0.539 0.155
O -3.055971 -5.335400 -4.485806 0.912 -0.698 0.802 -0.597
C -2.556019 -6.291314 -3.939408 -0.714 2.542 -1.538 0.611
O -1.261663 -6.430677 -3.630324 0.547 0.323 -0.160 -0.251
C -1.027972 -7.825357 -3.485325 0.242 -0.373 0.194 -0.300
C -2.373692 -8.301400 -3.001245 -0.946 -1.663 -0.054 -0.313
O -3.246702 -7.349382 -3.622502 -0.806 -1.637 0.146 -0.292
H -0.820669 -8.261019 -4.452535 0.202 -0.026 -0.423 0.273
H -0.167458 -7.986783 -2.838355 -0.257 0.013 0.161 0.290
H -2.536009 -8.146862 -1.940849 0.251 -0.423 0.343 0.255
H -2.685985 -9.366520 -3.333327 0.636 1.868 0.614 0.260
O 3.356424 -1.336077 0.770583 1.176 0.205 0.685 -0.550
C 4.142758 -1.065257 1.651477 -0.560 -0.370 1.450 0.637
O 5.361281 -0.565186 1.513058 -0.222 0.197 -1.498 -0.345
C 6.103073 -0.524841 2.715678 -0.952 0.209 1.159 -0.267
C 4.975822 -0.803492 3.782829 -0.077 0.932 -0.831 -0.537
O 3.865005 -1.253329 2.986838 0.193 0.288 -1.407 -0.286
H 6.719198 -1.379338 2.750796 1.108 -0.878 -0.300 0.254
H 6.718453 0.410626 2.727081 -0.959 -0.735 0.357 0.344
H 4.650617 0.082835 4.296940 -0.072 0.515 0.234 0.298
H 5.157897 -1.569650 4.508374 0.580 -0.456 0.150 0.318
O -2.577034 -2.446144 2.797457 0.632 -0.050 -0.329 -0.653
C -1.406430 -2.586898 2.571082 -0.076 0.636 1.219 0.536
O -0.656367 -1.823100 1.780199 -0.554 1.227 -0.970 -0.197
C 0.717254 -2.141670 1.928939 0.403 -0.887 -0.451 1.212
C 0.608221 -3.551755 2.451494 -0.616 0.020 -0.898 -0.309
O -0.598721 -3.447223 3.200535 -0.388 -1.294 0.739 -0.420
H 1.208247 -2.159458 0.984658 0.004 0.318 -0.847 -0.789
H 1.289499 -1.436667 2.527890 -0.491 0.009 0.458 -0.009
H 1.436257 -3.825114 3.051402 0.543 -0.491 0.749 0.422
H 0.421384 -4.299891 1.633338 0.393 0.644 0.631 0.161
O 5.296758 -3.759869 2.150675 -1.077 -0.268 -2.012 -0.635
C 4.651274 -3.949111 1.120880 2.960 0.520 2.828 0.648
O 5.203623 -3.841485 -0.109721 -0.175 0.156 0.875 -0.341
C 4.163228 -3.858950 -1.054930 0.016 1.002 -1.426 -0.376
C 2.949478 -4.275769 -0.276562 -0.424 -1.902 0.587 0.610
O 3.390384 -4.305293 1.131167 -0.781 0.181 -1.747 -0.281
H 4.038087 -2.871106 -1.543693 0.144 -0.282 0.625 0.121
H 4.423505 -4.527218 -1.864445 0.039 -0.438 0.003 0.389
H 2.695660 -5.343496 -0.530331 -0.317 1.258 0.271 0.382
H 2.146432 -3.560380 -0.359404 -0.399 -0.196 -0.055 -0.544